Version one
Computed, not measured: an isolated molecule of C5H10N5O3P, with ωB97M-V/def2-TZVPD.

Geometry as ORCA input:
```
! RIJCOSX wB97M-V def2-TZVPD def2/J DEFGRID3
* xyz 0 1
C -1.27 -2.40 1.37
O -1.50 -1.17 0.79
P -0.64 0.13 1.02
N -1.43 0.95 -0.15
C -1.16 2.35 -0.13
C -1.62 0.47 -1.48
N 0.94 -0.41 0.13
N 0.98 -1.46 -0.67
C 2.24 -1.40 -1.18
N 2.99 -0.49 -0.67
C 2.13 0.17 0.15
N 2.39 1.25 0.97
O 3.47 1.60 1.38
O 1.38 1.86 1.33
H -0.29 -2.72 1.07
H -1.86 -3.24 1.02
H -1.21 -2.44 2.50
H -1.00 2.76 0.92
H -0.20 2.75 -0.49
H -1.99 2.86 -0.52
H -1.75 -0.67 -1.43
H -2.48 0.80 -1.89
H -0.73 0.56 -2.07
H 2.62 -2.12 -1.99
*
```

SMILES = COP(N(C)C)n1ncnc1[N+](=O)[O-]
molecular weight = 219.1 u
LUMO level = -0.89 eV
Kohn-Sham gap = 8.833 eV
E_HOMO = -9.73 eV



Version two
Computed, not measured: an isolated molecule of C5H10N5O3P, with ωB97M-V/def2-TZVPD.

Geometry as ORCA input:
```
! RIJCOSX wB97M-V def2-TZVPD def2/J DEFGRID3
* xyz 0 1
C 1.37 2.06 1.54
O 1.36 0.83 0.71
P 0.22 -0.39 0.81
N 0.88 -1.34 -0.29
C 1.00 -2.79 0.11
C 1.90 -0.85 -1.33
N -1.00 0.80 -0.17
N -0.85 2.07 -0.46
C -2.10 2.50 -0.69
N -3.08 1.64 -0.59
C -2.28 0.50 -0.21
N -2.72 -0.77 0.02
O -3.91 -0.98 0.16
O -1.79 -1.60 0.21
H 1.30 1.78 2.63
H 0.52 2.64 1.04
H 2.36 2.49 1.34
H 0.02 -2.98 0.59
H 1.14 -3.56 -0.68
H 1.81 -3.06 0.91
H 2.70 -1.68 -1.30
H 1.30 -1.01 -2.27
H 2.14 0.17 -0.96
H -2.30 3.52 -1.12
*
```

SMILES = COP(N(C)C)n1ncnc1[N+](=O)[O-]
molecular weight = 219.1 u
LUMO level = -1.12 eV
Kohn-Sham gap = 8.421 eV
E_HOMO = -9.54 eV



Here are the energies relative to the best structure, in hartree: version one 0.0000; version two 0.0222.